The following is a quantum chemistry calculation of C11H38AgN13O8 as an isolated structure in a non-equilibrium geometry, from OMol25.

```
71
Properties=species:S:1:pos:R:3:mulliken_charge:R:1
Ag 1.7159 -0.9485 0.2384 0.847
O 1.7241 -3.3265 0.0904 -0.551
O 2.4279 -0.8792 2.6331 -0.623
O 0.3301 3.4022 5.3599 -0.653
O -3.6642 0.4440 -3.8327 -0.691
O 1.6969 -0.8773 -2.1661 0.052
O -0.1547 0.6856 0.6550 0.331
O 0.3505 5.7342 0.2757 -0.709
O -2.8727 -4.0907 -2.8865 -0.652
N -1.9377 -0.6315 -2.7586 -0.063
N -1.0380 2.1323 4.0134 -0.334
N -0.6529 3.7241 0.0136 -0.199
N -2.5864 1.3641 -2.0631 -0.211
N -1.3128 4.3543 4.1220 -0.421
N -0.4770 -3.8640 -0.0329 -0.241
N -4.3809 -5.1422 -1.5992 -0.470
N 1.0716 -5.5142 0.2432 -0.456
N 1.6355 1.1904 2.8844 -0.161
N 2.3460 1.5181 -0.7151 -0.495
N 1.1047 3.8832 1.3994 -0.029
N -3.7403 -3.0248 -1.0779 -0.258
N 2.8423 0.3480 4.5623 -0.327
C 1.5668 -1.9393 -3.0933 -0.949
C -2.8064 0.4029 -2.9562 0.499
C -1.0817 -0.2630 1.1362 -1.004
C 3.8309 1.1767 -2.5875 -1.660
C -3.6000 -4.0877 -1.8872 0.733
C -0.5969 3.2969 4.5734 0.648
C 0.2934 4.5377 0.5464 0.423
C 1.4924 0.4244 -2.7735 -1.116
C 2.4068 1.5205 -2.1927 0.814
C 0.8315 -4.1601 0.1426 0.599
C 2.3213 0.1266 3.3522 0.471
H -3.2183 -2.2370 -1.4333 0.077
H 1.3700 1.3361 -0.4676 -0.252
H -2.1219 1.1705 -1.1867 0.059
H 2.3854 2.5075 -0.4795 0.337
H 1.2985 1.8952 3.5203 0.085
H -1.1170 -0.4091 -2.2266 -0.291
H -4.7833 -5.1666 -0.6793 0.157
H -1.6110 0.1824 1.9862 0.174
H 4.6312 1.8527 -2.2784 0.382
H -0.5515 -1.0964 1.6271 0.334
H 4.1327 0.2959 -2.0133 0.279
H -0.6099 2.7290 0.1853 0.022
H -4.3110 -3.0448 -0.2545 0.180
H -1.0462 -4.5997 -0.4119 0.183
H -2.0725 -1.3477 -3.4589 0.229
H -0.6179 -2.8754 -0.1701 -0.022
H 3.9742 0.9734 -3.6497 0.388
H 1.9481 -1.7699 -4.1009 0.379
H -1.2749 4.1475 -0.6516 0.159
H 1.1766 2.8851 1.5000 0.109
H -1.8945 4.2052 3.3191 0.179
H 1.0296 0.9826 2.0863 -0.108
H 1.8297 4.4363 1.8268 0.163
H 0.4267 0.6559 -2.7353 0.307
H -3.2140 2.1492 -1.9943 0.243
H -1.6748 -0.8178 0.3977 -0.107
H 1.7021 0.3612 -3.8433 0.708
H 2.0387 -5.7469 0.0971 0.247
H -0.5925 1.2405 4.1334 0.200
H 3.3818 -0.3342 5.0642 0.252
H -1.9646 2.1230 3.6265 0.167
H 0.3452 -6.1864 0.3983 0.172
H 2.2240 2.4845 -2.6740 0.348
H 2.6420 1.2472 4.9642 0.162
H 2.0226 -2.8723 -2.7590 0.239
H 0.5104 -2.2183 -3.1629 0.254
H -1.0752 5.2303 4.5534 0.225
H -4.4044 -5.8857 -2.2737 0.239
```

The calculation puts the total energy at -51778.3704 eV. As for the net charge: 0. As for the molecular weight: 588.376 g mol⁻¹. The calculation puts the HOMO-LUMO gap at 8.54 eV. The maximum force is 3.0 eV Å⁻¹. The calculation puts the HOMO energy at -0.308 Ha.

The following is a quantum chemistry calculation of a 2-piece molecular cluster, C34H38BNO2S overall in a non-equilibrium geometry, from OMol25.

```
77
Properties=species:S:1:pos:R:3:mulliken_charge:R:1
S 2.6587 1.7364 1.2953 -0.363
O 1.7838 -0.6573 -0.3010 -0.724
O 0.5958 -1.7044 1.4429 0.245
N 0.2059 -1.6675 6.6505 0.158
C -0.3117 0.4844 0.2887 0.932
C -2.2021 0.8962 -1.1528 -1.035
C -0.0076 -1.1119 4.4551 0.361
C 1.5016 -2.7056 0.9494 1.403
C -0.2340 -0.1844 3.4253 -0.960
C 3.9246 0.9637 3.3676 -1.469
C 2.4033 -1.9378 -0.1450 1.948
C 2.7959 0.0681 3.2278 -0.795
C -3.7147 1.1625 3.2669 -0.882
C -4.3262 0.3639 2.2959 -0.602
C -2.2978 -4.2102 4.6099 -1.294
C -0.5922 -2.6554 6.0796 -0.748
C 3.8224 -1.6389 0.3068 -1.701
C 0.6129 -3.8007 0.3712 -2.089
C 4.0116 1.9025 2.3426 0.778
C -0.5305 1.7104 0.8850 -0.570
C -1.3071 -3.6307 6.7572 -0.597
C -3.6146 -0.6853 1.7013 -1.120
C -2.4031 0.9130 3.6386 -0.405
C -1.1035 0.1047 -0.8006 -0.734
C 0.6063 -0.7851 5.6985 -0.326
C -2.2136 -4.3880 6.0017 -0.766
C 1.9061 0.3923 2.2043 0.912
C 2.4464 -2.6200 -1.5107 -1.883
C 2.2831 -3.2314 2.1415 -1.573
C -1.6277 2.5000 0.5305 -1.157
C -0.7178 -2.3875 4.6950 0.703
C -1.6447 -0.0969 3.0002 0.487
C -2.2903 -0.9200 2.0567 0.932
C 0.4507 -1.5942 8.0776 -1.026
C -1.5401 -3.2236 3.9532 0.253
C 5.0893 2.8815 2.1144 -1.341
C -3.7693 2.8231 -0.7655 -1.475
C -2.4990 2.0773 -0.4673 1.137
B 0.8821 -0.4884 0.7913 0.534
H -1.5841 -3.1131 2.8790 0.588
H 0.1207 2.0539 1.6828 0.249
H 4.6968 3.7725 1.6290 0.385
H -4.0873 -1.3181 0.9484 0.436
H -1.1491 -3.7697 7.8232 0.365
H 1.2166 -4.6093 -0.0553 0.425
H -0.9042 -0.8146 -1.3591 0.389
H -1.8274 3.4354 1.0634 0.331
H 2.9279 -3.6026 -1.4160 0.356
H -0.0638 -3.4009 -0.3958 0.307
H 2.6267 -0.6710 3.9892 0.787
H -4.0712 2.6647 -1.8055 0.390
H 1.2896 -0.9191 8.2599 0.363
H 0.0000 -4.2373 1.1743 0.405
H -2.8758 0.5856 -1.9513 0.330
H 4.6810 0.9226 4.1585 0.352
H -4.2574 1.9759 3.7517 0.402
H 2.9815 -4.0148 1.8131 0.391
H -5.3654 0.5392 2.0162 0.451
H -2.8457 -5.1325 6.4968 0.370
H 0.6875 -2.6001 8.4422 0.354
H -3.6522 3.8971 -0.5850 0.372
H 5.5246 3.1530 3.0807 0.356
H -1.7039 -1.6806 1.5491 0.225
H -1.9106 1.5128 4.4040 0.450
H -4.5920 2.4674 -0.1223 0.192
H 1.4496 -2.7519 -1.9455 0.276
H 5.8879 2.4663 1.4885 0.232
H -0.4337 -1.2349 8.6256 0.318
H 3.0518 -2.0284 -2.2103 0.442
H 4.3099 -1.0252 -0.4618 0.432
H 4.3971 -2.5670 0.4291 0.322
H 0.2815 0.8096 3.5147 1.131
H -2.9667 -4.8467 4.0302 0.446
H 2.8358 -2.4251 2.6436 0.278
H 3.8157 -1.0563 1.2353 0.155
H 1.5879 -3.6678 2.8703 0.290
H 1.1784 0.1133 5.9351 0.508
```

The calculation puts the total energy at -52970.3074 eV. As for the net charge: 0. As for the molecular weight: 535.562 g mol⁻¹. The calculation puts the HOMO-LUMO gap at 5.89 eV. The maximum force is 3.1 eV Å⁻¹. The calculation puts the HOMO energy at -0.271 Ha.

The following is a quantum chemistry calculation of C35H32AsN13O3PbS2 as an isolated structure, from OMol25.

```
87
Properties=species:S:1:pos:R:3:mulliken_charge:R:1
Pb -0.0088 0.4464 -0.2801 1.983
As -0.1647 -2.7406 -3.3278 1.069
S 1.3177 -1.4543 -2.5633 -0.450
S 1.8388 -2.3791 1.4105 1.717
O 1.3601 -2.9638 2.6974 -0.838
O 0.3790 2.6441 -4.3114 -0.889
O 2.4714 3.5705 2.1418 -0.809
N 1.7137 2.1652 0.4465 0.165
N -3.7678 1.5286 2.4003 -0.790
N -2.2951 0.5880 1.1349 0.699
N -1.7049 -4.1767 -0.3869 -0.772
N -0.9789 -3.1809 -0.7803 0.268
N -1.8498 1.0745 -2.0433 0.078
N -1.3139 -2.0696 -0.1040 -0.260
N -3.9774 0.2037 2.5121 -0.673
N -2.5513 -3.7753 0.5679 -1.045
N -2.9564 -1.7084 1.6259 0.141
N -2.7912 1.7618 1.5956 -0.679
N 0.7377 0.5438 2.4396 0.442
N 0.7154 2.0430 -2.0768 0.220
C 2.5012 2.6719 -0.5886 0.021
C 4.5918 3.5620 -1.4445 -0.818
C -2.2832 -2.4741 0.7049 0.317
C -2.1004 1.5352 -4.3592 -0.480
C 3.7811 3.1888 -0.3818 -0.448
C 5.6220 -0.0621 2.3520 -0.706
C 0.0783 -4.6399 -3.1269 -1.181
C 3.3509 -1.4973 1.7685 -0.191
C 1.8114 2.6238 1.6868 0.005
C -3.1006 0.6264 -2.0014 -0.378
C -0.6542 0.4537 4.3785 -0.961
C -3.0524 -0.3317 1.7240 0.244
C 3.6877 -5.9921 -0.6715 -0.432
C -2.0550 -2.3334 -3.2697 -0.638
C -1.3505 1.5391 -3.1859 0.539
C -3.9181 0.6038 -3.1180 -0.781
C -0.4269 1.8021 4.6146 -0.395
C 2.8440 2.9451 -2.9715 -0.526
C 5.2586 -1.1389 3.1536 -0.685
C 2.5860 -3.7585 0.5237 0.024
C 3.6209 -3.6035 -0.3845 -0.289
C -0.0405 -0.1325 3.2873 -0.058
C 3.6875 -0.4160 0.9740 0.191
C 4.1240 3.4332 -2.7407 -0.640
C 4.8408 0.3010 1.2660 -0.663
C 2.6283 -6.1311 0.2120 -0.636
C 4.1766 -4.7271 -0.9746 -0.661
C 0.9480 1.8400 2.6670 0.608
C 0.4042 2.5025 3.7629 -0.839
C 0.0612 2.1341 -3.2225 0.186
C 0.1061 -2.6117 -5.2599 -1.373
C 2.0097 2.5660 -1.9163 -0.529
C 2.0718 -5.0117 0.8169 -0.374
C -3.3967 1.0591 -4.3214 -0.497
C 4.1154 -1.8650 2.8648 -0.552
H -1.6353 1.9219 -5.2532 0.459
H 5.0941 1.1587 0.6572 0.517
H 3.0479 -0.1022 0.1597 0.403
H 4.7458 3.7189 -3.5825 0.354
H -0.6422 -3.2000 -5.7946 0.398
H 4.1188 3.3085 0.6377 0.707
H 5.5829 3.9572 -1.2478 0.352
H 1.1075 -2.9704 -5.4967 0.361
H -2.5723 -3.2913 -3.2317 0.511
H -2.3093 -1.7781 -4.1727 0.472
H 4.1237 -6.8670 -1.1381 0.350
H 2.2276 -7.1117 0.4355 0.378
H 2.4620 2.8603 -3.9748 0.472
H 3.7861 -2.6886 3.4832 0.458
H 4.0073 -2.6206 -0.6147 0.368
H 1.1458 -4.8332 -3.2090 0.279
H 0.0337 -1.5620 -5.5407 0.345
H -4.9315 0.2352 -3.0368 0.443
H -0.9088 2.3029 5.4457 0.353
H 0.6346 3.5487 3.8979 0.488
H -1.3185 -0.1286 5.0017 0.375
H -3.6716 -2.1993 2.1355 0.264
H 5.8619 -1.4026 4.0133 0.336
H 4.9912 -4.6096 -1.6781 0.377
H -3.4379 0.2754 -1.0334 0.353
H -0.1816 -1.1842 3.0664 0.244
H -0.2915 -4.9685 -2.1606 0.394
H -2.3004 -1.7576 -2.3818 -0.354
H 1.2546 -5.0942 1.5187 0.455
H 6.5083 0.5118 2.5906 0.381
H -0.4565 -5.1326 -3.9411 0.359
H -4.0026 1.0512 -5.2206 0.363
```

The calculation puts the total energy at -150087.6624 eV. As for the net charge: -2. As for the molecular weight: 1028.985 g mol⁻¹. The calculation puts the HOMO-LUMO gap at 6.26 eV. The maximum force is 0.4 eV Å⁻¹. The calculation puts the HOMO energy at -0.079 Ha.

The following is a quantum chemistry calculation of C47H99IN5O9S2Si2 as an isolated structure in a non-equilibrium geometry, from OMol25.

```
165
Properties=species:S:1:pos:R:3:mulliken_charge:R:1
I -7.5549 2.1707 -5.0619 -0.201
S -3.5909 4.9714 -8.1940 -0.229
S 0.9820 -0.0545 -5.8640 1.535
Si -6.3355 3.6436 -3.5309 -0.321
Si -4.3826 1.4861 -2.9313 -1.051
O -5.3002 -3.5460 -2.6138 -0.520
O 0.4709 0.7167 -6.9643 -0.662
O 2.4599 0.4552 -5.5663 -0.682
O 2.4309 -4.4614 5.8679 -0.380
O 0.9915 -1.4960 -5.9199 -0.656
O -5.2855 2.8316 -2.5528 0.204
O 1.4432 0.3029 -2.1599 -0.130
O 0.1384 6.0205 -1.5883 -0.469
O 4.5814 -0.6313 2.9922 -0.367
N 1.6511 -5.4810 6.0004 0.230
N -7.4522 4.4697 -2.5128 -0.173
N 5.6148 -0.5306 3.7527 0.254
N -4.6541 -2.5132 -4.5616 -0.631
N 2.2930 -0.3090 -1.4114 0.323
C 6.4671 0.6662 3.4246 2.052
C -8.7971 3.9555 -2.2164 -1.102
C -7.9789 2.6543 -0.1769 -0.926
C -1.3598 0.2726 -4.5557 -0.115
C 1.7237 -1.5639 -0.8378 2.419
C -5.4097 -0.0793 -2.7786 -0.593
C 3.6498 -0.3689 -2.0358 2.117
C 7.9145 0.4315 3.8941 -1.885
C 0.8141 -7.5241 4.8038 -1.743
C 1.1782 -4.4303 8.1586 -1.882
C -4.5426 -1.2970 -2.3664 0.436
C 0.1530 -5.2156 4.0589 -1.097
C -1.0196 -4.9705 5.0087 -0.544
C -3.5888 1.5782 -4.6435 0.628
C -0.1026 5.9897 -2.9796 -0.375
C -8.8697 2.6560 -1.4239 -0.082
C -5.3202 4.8717 -4.5164 0.217
C 4.6939 0.5089 5.8009 -1.222
C 0.5697 -5.2091 7.0012 1.865
C -4.8785 -2.5420 -3.1514 -0.083
C -3.0060 1.3743 -1.6687 0.456
C 3.1872 -2.8341 -2.5099 -0.785
C 6.5327 -1.1912 6.0005 -1.797
C -2.5816 2.6836 -0.9767 -0.450
C -0.1671 3.5983 -1.1756 0.335
C 0.1659 0.4334 -4.3896 -0.078
C -0.0046 -6.5124 7.5857 -1.768
C 5.8746 1.9180 4.0720 -1.303
C 5.2886 -0.7686 5.2057 2.038
C 4.3163 -1.9340 5.3529 -2.370
C -2.0484 1.6215 -4.5614 -0.357
C 1.2638 -6.0615 4.6807 1.874
C 3.6880 -1.5009 -3.0641 -0.902
C -0.5341 5.0323 -0.8291 -0.789
C 3.9139 0.9706 -2.7096 -1.400
C 4.7611 -0.5591 -0.9923 -2.347
C 6.5372 0.8788 1.9164 -2.011
C 0.2724 -1.2988 -0.4613 -1.986
C 2.5057 -6.0642 3.8028 -1.838
C 2.4515 -1.9689 0.4505 -2.493
C -4.3297 5.7037 -6.7070 -0.110
C -1.1058 2.5662 -0.5456 0.035
C -0.5347 -4.3856 6.3358 -1.273
C -1.5699 6.0783 -3.3630 -0.600
C 1.8013 -2.6789 -1.8831 -1.266
C 5.5545 1.7463 5.5520 -0.539
C -5.4294 4.8639 -6.0381 -0.901
H 3.3358 -1.7887 4.9078 0.383
H -0.1515 3.4407 -2.2577 -0.534
H -1.6170 5.1882 -0.8607 0.285
H -0.9807 2.6081 0.5396 0.579
H -9.3140 4.7146 -1.6224 0.427
H 3.1384 -3.5670 -3.3163 0.480
H 6.9039 -0.0125 1.4049 0.538
H -0.7554 1.5820 -0.8546 -0.660
H 3.3136 -6.6219 4.2777 0.451
H 4.8185 -1.5577 -0.5719 0.288
H -2.1125 6.7287 -2.6754 0.300
H 8.0821 0.7035 4.9329 0.354
H 2.5518 0.7333 -4.6468 -0.411
H -0.8071 -6.9385 6.9888 0.286
H -6.4018 5.2489 -6.3447 0.402
H 1.7758 -2.5610 1.0572 0.684
H 3.2241 1.1632 -3.5290 0.492
H -3.3337 0.6709 -0.8971 0.704
H 0.4311 6.8503 -3.3819 0.433
H -5.6202 5.8546 -4.1446 0.690
H 4.6371 0.1430 -0.1708 0.395
H 5.7256 -0.3660 -1.4631 0.570
H 3.8968 -3.2312 -1.7806 0.362
H 0.8533 3.4274 -0.8257 0.391
H -1.3648 -4.2923 7.0397 0.364
H 1.4873 -3.6127 -1.4118 0.429
H -1.6533 6.5133 -4.3593 0.456
H -0.3420 -1.0649 -1.3293 0.038
H -8.4761 2.1400 0.6454 0.407
H -8.6653 1.7907 -2.0566 0.166
H 4.7399 -2.8458 4.9318 0.523
H -7.7786 3.6701 0.1666 0.320
H 4.1782 -2.0875 6.4228 0.425
H -2.7551 3.5624 -1.6000 0.110
H 2.0021 -4.9834 8.6106 0.451
H -2.0511 5.1005 -3.3940 -0.132
H 3.8295 1.7902 -1.9958 0.396
H 6.4775 1.6800 6.1337 0.319
H -6.1900 0.0510 -2.0270 0.313
H -2.1244 0.9264 -2.1242 -0.966
H 1.5407 -8.1014 5.3760 0.359
H 0.4079 -4.2747 8.9137 0.459
H 7.2409 1.6902 1.7306 0.533
H -1.6935 -0.3490 -3.7215 -0.490
H -6.9887 4.6643 -1.6319 0.290
H 5.5893 1.1642 1.4702 0.227
H -4.2788 4.7211 -4.2249 -0.508
H -9.3572 3.8826 -3.1490 0.360
H 4.9272 0.9636 -3.1099 0.470
H -3.7758 3.7009 -7.8422 0.064
H 7.2495 -0.3920 6.1631 0.319
H -1.5751 -5.8967 5.1756 0.326
H 6.2170 -1.5361 6.9844 0.471
H 8.2038 -0.6104 3.7594 0.326
H -5.3589 3.8468 -6.4260 0.320
H 4.7108 -1.5971 -3.4326 0.480
H -3.9136 0.6937 -5.2019 0.764
H -7.0316 2.1466 -0.3493 -0.020
H 3.3341 -2.5805 0.2797 0.190
H 5.0325 2.6336 5.9136 0.391
H 0.4240 1.4681 -4.1615 0.488
H -3.2280 2.8205 -0.1081 0.523
H -9.9067 2.5491 -1.0962 0.408
H -3.8462 -1.9394 -4.7756 0.308
H 1.0774 -2.4711 -2.6792 0.278
H 3.0692 -1.2236 -3.9246 0.195
H 4.5679 0.3583 6.8752 0.380
H -3.5138 5.8378 -5.9986 -0.145
H 0.3486 5.1066 -3.4440 0.194
H 0.7500 -7.9570 3.8058 0.453
H 6.5719 2.7465 3.9280 0.356
H -5.8935 -0.3007 -3.7316 0.560
H -3.4780 -1.1097 -2.5343 -0.386
H -5.4365 -2.1085 -5.0599 0.312
H 2.8620 -5.0605 3.6018 0.247
H -1.6717 2.1760 -5.4260 0.954
H -1.7354 2.1903 -3.6837 -0.697
H -0.1616 -7.6497 5.2628 0.284
H 2.7505 -1.1000 1.0353 0.400
H 0.5715 -4.2504 3.7540 0.176
H 4.9568 2.1824 3.5378 0.354
H -1.7217 -4.2763 4.5442 0.389
H -0.1579 -3.3739 6.1563 0.356
H -1.5885 -0.2706 -5.4752 0.864
H -3.9069 2.4305 -5.2441 -0.539
H 3.6937 0.6621 5.3842 0.387
H -0.1303 -2.1943 0.0094 0.632
H -4.7211 -1.5481 -1.3247 0.464
H 2.2640 -6.5468 2.8542 0.431
H 0.5472 -0.2059 -3.5947 -0.705
H 7.0433 -2.0158 5.5026 0.391
H -4.7084 6.6742 -7.0174 0.409
H -0.2332 5.2193 0.2039 0.382
H 0.1975 -0.4711 0.2459 0.474
H 8.5894 1.0451 3.2984 0.515
H -0.1905 -5.7129 3.1489 0.434
H 0.7754 -7.2645 7.7019 0.323
H -0.4224 -6.3103 8.5711 0.500
H 1.5497 -3.4585 7.8442 0.283
```

The calculation puts the total energy at -121749.7309 eV. As for the net charge: 0. As for the molecular weight: 1125.545 g mol⁻¹. The calculation puts the HOMO-LUMO gap (alpha / beta) at 8.74 / 8.75 eV. The expectation value of S² is 3.762. Its spin multiplicity is 4. The maximum force is 1.3 eV Å⁻¹. The calculation puts the HOMO energy (alpha / beta) at -0.308 / -0.329 Ha.